Molecular formula: C15H26BeF6NO3P2
Method: DFT, ωB97M-V/def2-TZVPD

```
54
Properties=species:S:1:pos:R:3:mulliken_charge:R:1
Be -0.41808 -0.02850 -0.11379 -0.9184
P 2.16579 -0.55960 0.28033 1.3707
C 2.16693 -0.79992 -1.46497 -2.0256
C 0.97718 -1.20469 -2.11862 0.9698
N -0.26854 -0.82847 -1.59568 0.7684
C -1.41903 -1.29531 -2.09722 0.7738
C -1.42275 -2.22683 -3.09445 -0.7583
C -0.20175 -2.64493 -3.66136 -0.5166
C 1.00297 -2.09280 -3.21492 -1.1969
C -2.72684 -0.72445 -1.53180 -1.3277
P -2.38963 0.93971 -0.87113 1.0227
H 1.97598 -2.31773 -3.65493 0.4896
H -2.39733 -2.65855 -3.40736 0.4358
H -0.18482 -3.38531 -4.46615 0.4078
H -3.48789 -0.68789 -2.32064 0.6353
H -3.09904 -1.36761 -0.70172 0.4447
H 2.34084 1.36082 -2.13514 0.2649
H 3.09773 -0.84404 -2.05518 0.3501
H 1.00112 2.71756 -1.03638 0.4534
O 2.39990 2.27932 -2.26211 -0.7864
H 2.02651 2.36722 -3.17043 0.3386
H -0.17569 1.55676 -0.06128 -0.0233
O 0.12574 2.70125 -0.56462 -0.3825
H 0.11538 3.46552 0.08882 0.4129
C -2.43872 1.94464 -2.40122 -1.2987
H -3.40569 1.78768 -2.90496 0.4396
H -2.32381 3.00861 -2.13831 0.3889
H -1.62477 1.64272 -3.08099 0.3344
C -3.91246 1.34804 0.02033 -1.3399
H -3.79914 2.34258 0.47186 0.3753
H -4.77600 1.35195 -0.65807 0.4762
H -4.07814 0.61543 0.81959 0.3621
C 2.31801 -2.33781 0.71743 -1.2417
H 3.34303 -2.66662 0.49058 0.4334
H 2.07997 -2.48968 1.77568 0.3516
H 1.61883 -2.91339 0.10446 0.3013
C 3.85600 0.11487 0.58164 -1.3667
H 3.92780 0.35257 1.65704 0.3938
H 4.61519 -0.63891 0.31763 0.4277
H 4.01284 1.03030 -0.00298 0.3209
C 0.99619 0.59184 2.96712 -1.9851
C -0.39824 0.16755 2.62671 1.2199
O -0.66453 -0.23042 1.31582 0.4497
C -0.82035 -1.08410 3.43659 0.4566
F -0.70796 -0.90649 4.77174 -0.2655
F -2.06189 -1.52024 3.13616 -0.2336
F 0.02706 -2.10737 3.09724 -0.2204
C -1.37187 1.38386 2.93702 0.3943
F -1.18350 1.90095 4.18498 -0.2600
F -1.09491 2.41512 2.03732 -0.2428
F -2.68453 1.06685 2.77736 -0.2295
H 1.68930 -0.21102 2.70754 0.4201
H 1.03196 0.76980 4.03675 0.5306
H 1.26995 1.50544 2.44215 0.4050
```

Values from the calculation:
- Largest force on an atom: 3.79 eV Å⁻¹
- Relative energy (zero: lowest compared OMol25 entry of this formula, charge and spin): 100.4 kcal/mol
- Energy: -2164.08810 hartree
- Total charge: +1

Molecular formula: C15H26BeF6NO3P2
Method: DFT, ωB97M-V/def2-TZVPD

```
54
Properties=species:S:1:pos:R:3:mulliken_charge:R:1
Be -0.13465 -0.40677 0.10867 -1.5335
P 2.22823 -0.94234 0.47872 0.6303
C 2.35736 -1.28804 -1.29994 -1.0790
C 1.04699 -1.72384 -1.91646 0.6851
N -0.10554 -1.28840 -1.33856 0.5302
C -1.25320 -1.47868 -2.05185 0.6832
C -1.31558 -2.25288 -3.20020 -0.9226
C -0.13784 -2.70686 -3.76900 -0.5602
C 1.05417 -2.42886 -3.11516 -0.8879
C -2.49451 -0.77429 -1.58362 -1.2933
P -2.08311 0.74328 -0.65568 0.9726
H 2.01179 -2.72284 -3.53835 0.4951
H -2.28952 -2.44797 -3.65049 0.4867
H -0.15775 -3.24836 -4.70472 0.4537
H -3.12658 -0.50961 -2.44463 0.5397
H -3.05429 -1.43134 -0.89600 0.3998
H 2.66384 -0.31653 -1.74947 0.4356
H 3.13045 -2.06068 -1.45327 0.5626
H 1.46258 3.94414 -2.04626 0.3089
O 1.81048 3.14535 -2.51148 -0.5755
H 2.46531 3.50725 -3.15328 0.2866
H -0.64477 4.58793 0.21857 0.3135
O -0.73510 4.72379 -0.75504 -0.6199
H -1.15123 5.60891 -0.86006 0.3056
C -2.14599 1.98061 -1.98319 -1.2219
H -3.11290 1.91369 -2.50759 0.3805
H -1.96935 2.98825 -1.57111 0.3355
H -1.32577 1.73064 -2.67459 0.4076
C -3.64888 0.84190 0.26406 -1.3933
H -3.67733 1.78493 0.82386 0.3809
H -4.51138 0.76812 -0.41797 0.4993
H -3.66000 -0.00693 0.95943 0.3970
C 2.32525 -2.65241 1.12248 -1.3023
H 3.26905 -3.12035 0.80831 0.4757
H 2.23148 -2.66490 2.21641 0.3432
H 1.48151 -3.20362 0.68981 0.3436
C 3.86979 -0.20772 0.83854 -1.3374
H 3.91054 0.12052 1.88711 0.3923
H 4.69396 -0.91131 0.64372 0.4040
H 3.97885 0.67128 0.18576 0.3636
C 1.16610 0.48854 3.00419 -1.9519
C -0.24725 -0.01000 2.79536 1.4215
O -0.54479 -0.46952 1.50678 0.5626
C -0.57339 -1.24866 3.73509 0.5256
F -0.46351 -0.97492 5.06267 -0.2725
F -1.80938 -1.74332 3.51046 -0.2288
F 0.33355 -2.24759 3.47059 -0.2079
C -1.20547 1.21170 3.05913 0.4304
F -0.97950 1.80953 4.25749 -0.2658
F -0.96638 2.16745 2.08985 -0.2320
F -2.51880 0.90037 2.99853 -0.2415
H 1.88735 -0.32744 2.89354 0.3849
H 1.28882 0.95159 3.99444 0.5013
H 1.37627 1.22723 2.22443 0.4885
```

Values from the calculation:
- Largest force on an atom: 1.78 eV Å⁻¹
- Relative energy (zero: lowest compared OMol25 entry of this formula, charge and spin): 0.0 kcal/mol
- Energy: -2164.24813 hartree
- Total charge: +1

Molecular formula: C15H26BrNO3P
Method: DFT, ωB97M-V/def2-TZVPD

```
47
Properties=species:S:1:pos:R:3:mulliken_charge:R:1
C 3.02648 -3.12137 1.76853 -1.0400
P 3.23863 -1.76580 0.53315 0.2768
C 5.04178 -1.84477 0.19469 -1.2579
C 3.11209 -0.30638 1.63953 -0.0834
N 4.20974 0.42977 1.90664 0.1788
C 4.24590 1.52156 2.69097 -0.2821
C 3.09044 1.92480 3.29496 -0.5052
Br 3.11305 3.41355 4.42187 -0.1106
C 1.91975 1.20980 3.04673 -0.2207
C 1.90180 0.09555 2.21297 0.5168
C 0.60315 -0.63538 1.98326 -0.5507
C 0.12268 -0.70194 0.51211 -0.4286
C -1.38039 -0.45381 0.37089 -0.5853
C -2.26898 -1.32560 1.27477 -0.5935
O -3.14233 -0.57935 2.11879 -0.5334
H 3.70128 -3.93682 1.51796 0.4462
H 1.99404 -3.46298 1.73001 0.2641
H 3.23797 -2.79006 2.78600 0.3562
H 5.29846 -1.24501 -0.67651 0.3804
H 5.68426 -1.58733 1.04223 0.4022
H 5.24093 -2.89189 -0.03606 0.3921
H 5.07951 0.13775 1.47816 0.1292
H 5.19379 2.02602 2.80898 0.4427
H 0.99393 1.53876 3.50431 0.5136
H -0.15290 -0.09592 2.55814 0.2198
H 0.66813 -1.62685 2.43931 0.3849
H 0.38407 -1.66417 0.06942 0.3362
H 0.65744 0.06430 -0.05631 0.4144
H -1.66283 -0.67250 -0.65915 0.2573
H -1.61102 0.60209 0.53764 0.3329
H -1.65722 -1.99835 1.88778 0.2925
H -2.92633 -1.93062 0.65385 0.3697
H -2.60934 -0.03568 2.70666 0.3078
O -3.33089 -0.58337 -2.05046 -0.5776
C -3.73822 0.29219 -2.76891 0.7690
O -3.11353 0.49471 -3.94041 -0.3547
C -3.61201 1.39212 -4.94282 -0.4240
C -3.16997 2.81980 -4.70428 -0.9571
C -4.87549 1.19264 -2.35232 -1.0293
H -4.69518 1.30453 -5.02753 0.3769
H -3.19035 1.01703 -5.87310 0.3110
H -3.56846 3.21500 -3.76966 0.2753
H -3.51135 3.45914 -5.51811 0.3550
H -2.08247 2.87221 -4.65379 0.2952
H -4.46827 1.99781 -1.74115 0.2478
H -5.55909 0.60906 -1.74175 0.3425
H -5.43268 1.62573 -3.17798 0.3470
```

Values from the calculation:
- Largest force on an atom: 0.55 eV Å⁻¹
- Energy: -3782.76082 hartree
- Total charge: +1

Molecular formula: C15H26CaF6NO3P2
Method: DFT, ωB97M-V/def2-TZVPD

```
54
Properties=species:S:1:pos:R:3:mulliken_charge:R:1
Ca 0.06859 -0.35853 0.27604 1.2838
P 2.46056 1.05344 0.17929 0.6488
C 2.75414 1.07913 -1.66878 -1.3637
C 1.69805 0.45382 -2.54620 0.5678
N 0.57517 -0.12512 -2.06765 -0.1770
C -0.31491 -0.68801 -2.92085 0.7935
C -0.05446 -0.76100 -4.29038 -0.8575
C 1.08586 -0.14877 -4.79726 -0.5007
C 1.95727 0.47576 -3.91191 -0.7770
C -1.61469 -1.31187 -2.40618 -1.3857
P -2.47519 -0.44241 -0.99745 0.8308
H 2.88067 0.94907 -4.23801 0.4925
H -0.78062 -1.28073 -4.91894 0.4590
H 1.30299 -0.17499 -5.86526 0.4239
H -2.33906 -1.30972 -3.24022 0.5228
H -1.45762 -2.37089 -2.09996 0.4254
H 2.90323 2.12322 -1.93476 0.5523
H 3.72175 0.58213 -1.88378 0.5593
H 0.04639 6.19765 -1.94162 0.3184
O -0.70933 5.58587 -1.95943 -0.6209
H -0.47231 4.89059 -2.59102 0.3069
H -2.24776 3.47788 0.80666 0.2939
O -1.87950 2.58964 0.95611 -0.5793
H -2.59241 2.10592 1.41890 0.3090
C -3.25934 0.95557 -1.89315 -1.3197
H -3.51238 0.67275 -2.92422 0.4065
H -4.16967 1.25478 -1.35491 0.4296
H -2.57509 1.81746 -1.89847 0.2758
C -3.89066 -1.57791 -0.76960 -1.3618
H -4.33403 -1.34531 0.20804 0.4003
H -4.65738 -1.46489 -1.54918 0.4030
H -3.54599 -2.62028 -0.74713 0.3787
C 3.78168 -0.15416 0.53710 -1.1960
H 4.73425 0.39293 0.58509 0.4533
H 3.58905 -0.66430 1.49030 0.1955
H 3.83015 -0.91155 -0.25905 0.3767
C 3.23642 2.61855 0.71100 -1.2681
H 3.05094 2.74732 1.78631 0.3801
H 4.31951 2.60162 0.53317 0.4139
H 2.77821 3.46855 0.18605 0.3681
C 0.02345 -4.17135 1.90391 -1.8178
C 0.60091 -2.79605 2.13825 1.6217
O 0.80089 -2.14025 0.95013 -1.0634
C -0.34819 -1.95032 3.06603 0.0466
F -0.44748 -2.43772 4.32082 -0.2467
F 0.03223 -0.62419 3.15252 -0.2124
F -1.61691 -1.90796 2.52003 -0.2296
C 1.99860 -2.92868 2.84678 0.6254
F 1.96433 -3.79457 3.90348 -0.2724
F 2.92049 -3.40783 1.95925 -0.2381
F 2.46613 -1.72427 3.29695 -0.2563
H -0.95789 -4.06404 1.42458 0.3395
H -0.06341 -4.70372 2.85531 0.4042
H 0.69687 -4.70222 1.21902 0.4372
```

Values from the calculation:
- Largest force on an atom: 1.32 eV Å⁻¹
- Energy: -2827.10453 hartree
- Total charge: +1

Molecular formula: C15H26Cl2F7N4O2P
Method: DFT, ωB97M-V/def2-TZVPD

```
57
Properties=species:S:1:pos:R:3:mulliken_charge:R:1
C -6.68671 -0.55412 -1.01003 -0.8883
C -6.21071 -0.15444 0.54131 -0.4379
C -4.74066 -0.85029 0.88028 0.0760
F -4.78988 -1.62008 2.17680 -0.3512
N -3.69289 0.27670 0.99648 -0.0750
C -2.32532 0.05267 0.87580 0.2596
N -1.72747 -1.32053 0.62375 -0.4555
C -0.25351 -0.97230 0.56392 -0.1533
C 0.79647 -2.19750 0.26483 -0.0703
Cl 1.53074 -3.35606 1.51062 -0.0487
C 1.16161 -2.40980 -1.19278 0.5095
C 2.15858 -3.58816 -1.74398 -0.8570
Cl 0.40939 -1.26081 -2.48485 -0.2073
N 0.09932 0.49370 0.78442 0.9396
C 1.42783 1.21492 0.83257 -0.4886
C 2.54211 0.53323 1.84156 0.0960
C 3.72437 -0.09300 0.89187 -0.8484
O 1.97991 -0.39690 2.83283 -0.4923
N -1.18714 1.06018 0.93790 -0.1254
C -1.60323 2.49895 1.14792 -0.9260
C -2.07172 3.05719 -0.35755 -0.4651
C -0.95993 2.77484 -1.52992 -0.1488
O 0.14822 3.72595 -1.34866 -0.3055
C 0.80052 4.01393 -2.64490 -0.6795
H -6.76644 0.44053 -1.62098 0.2476
H -5.91705 -1.25867 -1.54560 0.3070
H -7.77576 -1.01704 -0.92217 0.2464
H -6.18646 1.02262 0.56815 0.2189
H -7.01505 -0.49691 1.34184 0.3647
H -4.39464 -1.54348 0.00171 0.3048
H -4.09844 1.23809 1.17741 0.3211
H 3.23777 -3.17832 -2.03284 0.2287
H 2.27706 -4.50154 -1.02229 0.2942
H 1.68943 -4.00187 -2.75888 0.3490
H 1.20480 2.29459 1.29033 0.2110
H 1.86514 1.44117 -0.25529 0.1246
H 3.05135 1.41236 2.46703 0.3320
H 4.70000 -0.28297 1.51790 0.3441
H 3.98575 0.74433 0.08254 0.2981
H 3.36423 -1.03036 0.27771 0.0646
H 1.44542 0.07851 3.53664 0.2963
H -0.75691 3.21499 1.52198 0.3580
H -2.51742 2.62258 1.87694 0.3801
H -3.06492 2.48538 -0.69093 0.2170
H -2.28628 4.22052 -0.35797 0.3740
H -0.50393 1.69405 -1.53257 -0.0509
H -1.40167 2.93964 -2.62627 0.4652
H 1.31312 3.07047 -3.13677 0.2666
H 0.09284 4.49363 -3.44805 0.2839
H 1.65599 4.79283 -2.41903 0.2551
F 5.00977 -2.75254 1.58568 -0.2867
P 6.03861 -3.11779 0.47356 0.8108
F 5.94373 -4.59854 0.95002 -0.3393
F 6.70601 -1.98688 1.31289 -0.3260
F 6.28144 -2.24459 -0.79349 -0.3496
F 4.83307 -3.40180 -0.47128 -0.1402
F 7.45953 -3.72125 0.26188 -0.3275
```

Values from the calculation:
- Largest force on an atom: 7.76 eV Å⁻¹
- Relative energy (zero: lowest compared OMol25 entry of this formula, charge and spin): 271.5 kcal/mol
- Energy: -2917.06548 hartree

Copy entry 4 word for word.
Molecular formula: C15H26CaF6NO3P2
Method: DFT, ωB97M-V/def2-TZVPD

```
54
Properties=species:S:1:pos:R:3:mulliken_charge:R:1
Ca 0.06859 -0.35853 0.27604 1.2838
P 2.46056 1.05344 0.17929 0.6488
C 2.75414 1.07913 -1.66878 -1.3637
C 1.69805 0.45382 -2.54620 0.5678
N 0.57517 -0.12512 -2.06765 -0.1770
C -0.31491 -0.68801 -2.92085 0.7935
C -0.05446 -0.76100 -4.29038 -0.8575
C 1.08586 -0.14877 -4.79726 -0.5007
C 1.95727 0.47576 -3.91191 -0.7770
C -1.61469 -1.31187 -2.40618 -1.3857
P -2.47519 -0.44241 -0.99745 0.8308
H 2.88067 0.94907 -4.23801 0.4925
H -0.78062 -1.28073 -4.91894 0.4590
H 1.30299 -0.17499 -5.86526 0.4239
H -2.33906 -1.30972 -3.24022 0.5228
H -1.45762 -2.37089 -2.09996 0.4254
H 2.90323 2.12322 -1.93476 0.5523
H 3.72175 0.58213 -1.88378 0.5593
H 0.04639 6.19765 -1.94162 0.3184
O -0.70933 5.58587 -1.95943 -0.6209
H -0.47231 4.89059 -2.59102 0.3069
H -2.24776 3.47788 0.80666 0.2939
O -1.87950 2.58964 0.95611 -0.5793
H -2.59241 2.10592 1.41890 0.3090
C -3.25934 0.95557 -1.89315 -1.3197
H -3.51238 0.67275 -2.92422 0.4065
H -4.16967 1.25478 -1.35491 0.4296
H -2.57509 1.81746 -1.89847 0.2758
C -3.89066 -1.57791 -0.76960 -1.3618
H -4.33403 -1.34531 0.20804 0.4003
H -4.65738 -1.46489 -1.54918 0.4030
H -3.54599 -2.62028 -0.74713 0.3787
C 3.78168 -0.15416 0.53710 -1.1960
H 4.73425 0.39293 0.58509 0.4533
H 3.58905 -0.66430 1.49030 0.1955
H 3.83015 -0.91155 -0.25905 0.3767
C 3.23642 2.61855 0.71100 -1.2681
H 3.05094 2.74732 1.78631 0.3801
H 4.31951 2.60162 0.53317 0.4139
H 2.77821 3.46855 0.18605 0.3681
C 0.02345 -4.17135 1.90391 -1.8178
C 0.60091 -2.79605 2.13825 1.6217
O 0.80089 -2.14025 0.95013 -1.0634
C -0.34819 -1.95032 3.06603 0.0466
F -0.44748 -2.43772 4.32082 -0.2467
F 0.03223 -0.62419 3.15252 -0.2124
F -1.61691 -1.90796 2.52003 -0.2296
C 1.99860 -2.92868 2.84678 0.6254
F 1.96433 -3.79457 3.90348 -0.2724
F 2.92049 -3.40783 1.95925 -0.2381
F 2.46613 -1.72427 3.29695 -0.2563
H -0.95789 -4.06404 1.42458 0.3395
H -0.06341 -4.70372 2.85531 0.4042
H 0.69687 -4.70222 1.21902 0.4372
```

Values from the calculation:
- Largest force on an atom: 1.32 eV Å⁻¹
- Energy: -2827.10453 hartree
- Total charge: +1

What is the largest force on an atom in the first record?
3.79 eV Å⁻¹

The lowest energy belongs to which entry?
C15H26BrNO3P